C36H90O18 | ωB97M-V/def2-TZVPD

```
144
Properties=species:S:1:pos:R:3:forces:R:3:mulliken_charge:R:1
O -5.489 -5.265 -2.054 -1.5 0.2 0.5 -0.39
O -1.243 5.991 6.562 0.1 1.3 0.6 -0.36
O 0.577 5.237 -2.661 -2.0 -0.1 -0.3 -0.32
O -9.846 -0.996 -3.383 0.2 -0.9 -0.8 -0.31
O -6.067 -5.031 1.059 1.1 -1.0 -1.4 -0.33
O 0.181 -4.880 8.638 -0.5 -0.6 0.1 -0.33
O -7.781 1.245 -3.445 1.3 0.1 1.7 -0.34
O 5.325 -4.503 -5.051 0.8 0.4 -0.9 -0.28
O 4.037 -0.486 2.214 -0.2 0.1 0.3 -0.27
O 3.343 4.799 -1.532 -0.3 2.2 -1.2 -0.33
O -1.506 -1.309 1.456 0.8 0.3 -0.6 -0.35
O 2.495 2.310 -7.047 -2.3 -0.7 -0.6 -0.25
O 3.663 2.857 3.706 0.7 1.8 1.9 -0.30
O 1.175 5.352 8.601 -0.5 0.0 -1.0 -0.36
O 3.610 4.676 -8.606 0.2 0.2 0.6 -0.41
O 1.337 -5.662 11.133 -1.2 0.5 -0.1 -0.33
O 5.445 -4.877 -7.939 2.1 2.6 -0.5 -0.34
O 0.063 -0.956 -1.885 -1.0 0.1 0.3 -0.29
C 0.078 -3.988 9.710 0.2 -0.8 1.0 -0.49
C -11.075 -0.393 -2.894 2.1 1.6 -1.0 -0.74
C -8.699 1.012 -4.443 -0.7 -1.1 -0.8 -0.68
C 4.168 -1.845 2.678 0.5 0.4 0.0 -0.84
C -4.788 -5.172 0.379 -1.2 0.1 0.2 -0.36
C 6.102 -3.662 -5.932 -1.5 0.1 -0.3 -0.50
C 5.944 -4.621 -3.781 -0.3 1.0 -0.7 -0.72
C 0.653 4.635 7.453 0.4 0.5 -0.8 -0.46
C -0.853 -1.441 -0.870 0.6 -1.0 -0.9 -0.56
C 0.156 -6.326 11.682 0.8 0.4 -0.6 -0.70
C 4.070 0.528 3.250 1.1 -2.3 1.5 -0.44
C 3.474 2.194 -8.028 1.1 1.5 -0.2 -0.37
C 3.470 3.337 -9.070 -0.8 0.5 -0.3 -0.55
C 1.149 1.995 -7.518 0.0 0.5 1.3 -0.74
C -6.445 0.682 -3.599 -1.5 0.0 -1.1 -0.67
C -0.859 5.219 -2.389 1.1 0.5 0.0 -0.77
C 4.363 -5.645 -7.763 -1.6 -2.4 -0.1 -0.63
C -6.160 -3.864 1.808 -0.1 -0.3 0.7 -0.69
C 5.463 -3.582 -7.344 1.0 -1.1 1.2 -0.53
C -1.061 7.333 7.007 0.2 0.5 -0.2 -0.62
C 4.062 4.229 3.435 0.5 -0.5 -0.3 -0.73
C -0.956 -1.157 2.747 0.0 -0.2 0.5 -0.78
C -0.015 5.419 6.241 0.5 -2.2 1.1 -0.52
C 2.680 4.101 -2.590 -1.2 -1.4 1.0 -0.45
C -4.915 -5.949 -0.911 -1.1 0.2 -0.9 -0.60
C 1.346 -1.559 -1.992 -0.6 -0.3 0.2 -0.59
C -9.225 -0.462 -4.582 -0.7 1.4 0.5 -0.47
C 4.043 1.917 2.770 -0.9 0.6 -3.2 -0.38
C 1.099 -4.256 10.884 -0.3 -0.8 -0.5 -0.59
C 2.345 6.134 8.334 -1.0 -0.3 -0.4 -0.70
C 1.121 3.952 -2.417 1.0 1.2 0.3 -0.39
C 2.424 5.264 -8.010 1.2 -0.7 -0.4 -0.38
C -6.964 -5.184 -1.933 0.6 0.2 1.1 -0.62
C 1.420 -4.878 8.022 1.1 -0.6 0.5 -0.74
C -0.620 -0.797 0.450 0.6 0.7 1.0 0.01
C 3.452 6.287 -1.743 -0.3 -1.6 0.6 -0.63
H 0.900 0.934 -7.538 0.6 -0.3 -0.3 0.32
H 0.225 -2.989 9.301 -0.2 0.5 0.4 0.39
H -8.325 1.396 -5.392 0.4 -0.5 -0.6 0.42
H -6.493 -3.018 1.208 -0.2 0.2 0.0 0.27
H 6.149 -3.611 -3.427 0.0 0.2 0.4 0.30
H 6.189 -2.991 -7.903 -0.3 0.2 -0.3 0.32
H 2.534 6.348 -8.040 0.2 -0.1 0.1 0.24
H -0.671 -6.452 10.984 0.3 0.1 -0.6 0.28
H 2.207 -5.182 8.713 0.1 0.0 0.4 0.30
H 4.256 3.158 -9.803 0.3 0.0 0.2 0.35
H -7.258 -4.587 -1.071 0.4 -0.1 0.4 0.17
H -7.542 -4.672 -2.702 1.1 -0.2 -0.9 0.31
H 4.489 -3.094 -7.311 -0.2 -0.1 -0.1 0.36
H -10.678 0.572 -2.577 -0.7 0.2 1.0 0.32
H -11.546 -0.967 -2.097 0.4 -0.1 -0.3 0.21
H -4.150 -5.783 1.018 0.3 0.2 0.2 0.29
H 3.510 -2.092 3.512 -0.4 0.1 -0.2 0.32
H -0.255 4.683 5.474 0.0 -0.6 0.3 0.39
H 1.886 -1.037 -2.783 0.1 0.4 0.4 0.23
H -7.396 -6.172 -1.773 0.2 -0.2 -0.2 0.28
H -3.940 -6.320 -1.230 0.1 0.2 0.0 0.35
H -5.550 -6.817 -0.730 0.0 -0.3 0.3 0.34
H -0.779 -2.524 -0.769 0.4 -0.3 0.1 0.31
H -1.390 4.364 -2.808 0.3 -0.3 -0.1 0.29
H -0.928 -4.183 10.082 -0.1 0.6 0.0 0.31
H -0.003 3.842 7.811 -0.3 0.4 0.3 0.35
H 1.316 -2.589 -2.345 -0.4 -0.3 0.1 0.29
H 3.890 6.685 -0.828 0.0 -0.2 0.0 0.23
H 4.979 2.133 2.255 0.3 0.3 0.3 0.27
H -6.447 -0.404 -3.502 -0.1 -0.1 0.3 0.26
H 4.109 6.550 -2.572 0.0 -0.3 -0.2 0.27
H -1.326 6.104 -2.822 0.3 0.1 0.1 0.25
H 3.056 3.082 -2.497 0.2 -0.1 -0.1 0.32
H 0.831 2.482 -8.439 0.5 0.0 -0.2 0.30
H 4.210 -5.965 -6.733 -0.2 0.2 0.2 0.24
H 3.293 1.966 1.980 -0.2 -0.2 -0.6 0.27
H 1.849 -1.572 -1.025 0.4 0.3 -0.1 0.19
H 4.392 2.320 -7.453 0.3 -0.1 -0.1 0.25
H 3.315 0.332 4.012 -0.4 0.1 -0.1 0.34
H 6.104 -2.643 -5.545 0.0 0.3 0.3 0.38
H -0.208 -1.898 3.029 0.0 -0.7 -0.5 0.33
H 2.375 4.898 -6.985 -0.5 0.2 0.0 0.09
H 1.466 4.103 6.959 0.5 -0.1 0.0 0.31
H 2.895 4.416 -3.612 0.1 0.5 0.1 0.27
H 3.166 5.485 8.030 0.3 0.0 0.4 0.30
H -8.429 -1.096 -4.974 -0.1 -0.5 0.8 0.37
H 0.812 3.653 -1.416 0.6 -0.1 0.5 0.28
H -1.768 -1.270 3.466 0.0 0.3 0.0 0.26
H 2.186 6.820 7.502 -0.2 0.2 -0.1 0.30
H 2.564 3.426 -9.670 -0.5 -0.9 -0.1 0.35
H -0.270 7.475 7.742 0.3 -0.5 0.0 0.20
H 3.444 -5.283 -8.224 -0.3 0.6 0.2 0.28
H 0.469 2.380 -6.758 0.2 0.2 0.2 0.21
H -0.286 -5.752 12.497 0.4 0.0 0.4 0.32
H 5.162 -2.139 3.016 0.5 0.8 0.3 0.35
H 5.024 0.416 3.766 0.2 -0.3 0.3 0.27
H 1.710 -3.877 7.703 -0.1 0.1 -0.7 0.31
H -9.956 -0.407 -5.388 -0.3 -0.1 -0.2 0.36
H -5.721 1.121 -2.912 -0.5 0.2 0.1 0.23
H 1.549 5.009 -8.610 -0.2 -0.2 0.1 0.26
H -9.589 1.634 -4.346 0.1 0.3 0.9 0.40
H -0.391 -0.238 2.898 -0.5 0.6 -0.2 0.31
H 4.968 4.274 2.829 -0.2 -0.4 -0.7 0.33
H 2.517 6.735 9.227 0.3 -0.3 0.0 0.24
H 4.586 -6.544 -8.337 -0.1 -0.3 0.1 0.25
H -5.210 -3.618 2.282 0.1 0.1 0.1 0.31
H 3.544 1.225 -8.522 -0.4 -0.2 -0.2 0.34
H -11.772 -0.092 -3.677 -0.2 -0.7 -0.4 0.32
H 4.066 -2.551 1.854 -0.8 0.4 -0.3 0.27
H 3.264 4.827 2.995 -0.1 -0.4 -0.3 0.29
H 5.199 -5.062 -3.119 0.5 -0.4 0.0 0.24
H 0.786 -3.838 11.841 -0.5 0.4 -0.1 0.40
H -0.986 5.231 -1.307 -0.2 -0.1 0.1 0.31
H -6.859 -4.149 2.594 -0.2 0.7 0.1 0.26
H -4.397 -4.166 0.228 0.4 -0.1 -0.2 0.40
H 0.486 -7.323 11.977 0.0 0.2 0.2 0.24
H -0.805 7.914 6.120 0.0 0.4 0.0 0.28
H 6.921 -5.092 -3.885 -0.1 -0.6 0.4 0.30
H -0.662 0.289 0.361 -0.8 0.3 0.0 0.28
H 2.028 -3.743 10.634 0.3 -0.6 0.0 0.35
H 0.629 3.207 -3.042 0.5 -0.2 -0.7 0.39
H 1.436 -5.685 7.289 -0.2 0.6 -0.5 0.27
H 0.421 -0.887 0.761 0.3 -0.7 0.1 0.09
H -1.919 7.786 7.504 -0.5 -0.6 -0.4 0.29
H 4.432 4.829 4.267 -0.5 -0.8 1.0 0.27
H -6.151 0.881 -4.629 0.4 0.2 -0.1 0.34
H 2.469 6.738 -1.879 0.0 -0.2 -0.1 0.26
H -1.890 -1.321 -1.183 0.1 0.6 -0.4 0.27
H 7.150 -3.940 -6.044 0.0 -0.6 0.2 0.34
H 0.771 5.951 5.704 -0.3 1.3 0.3 0.37
```
Forces are in eV/Å.

charge	0
M	811.1	g/mol
energy relative to the best compared isomer or geometry (same formula, charge and spin)	5.129	eV
SMILES string	COCCOC.COCCOC.COCCOC.COCCOC.COCCOC.COCCOC.COCCOC.COCCOC.COCCOC


CH7N4 | ωB97M-V/def2-TZVPD

```
12
Properties=species:S:1:pos:R:3:forces:R:3:mulliken_charge:R:1
N -2.078 0.375 0.303 1.7 -1.5 -2.1 -0.19
N 1.425 -1.119 -0.250 -1.7 -2.2 6.0 -0.25
N 1.191 0.941 0.264 1.1 -0.8 -2.7 -0.28
N 1.007 -0.282 0.677 0.7 0.5 -2.2 0.18
C -1.101 -0.455 0.061 -0.8 0.2 0.4 -0.21
H 1.236 -2.071 0.104 0.6 0.6 -1.3 0.31
H 0.894 1.619 0.913 -0.1 1.2 0.4 0.25
H 1.752 -0.828 -1.085 1.3 0.7 -3.4 0.19
H -2.310 0.608 1.213 -0.5 0.5 2.2 0.26
H 1.533 1.142 -0.780 -1.1 -0.1 3.2 0.28
H -2.628 0.797 -0.409 -0.7 0.4 -0.7 0.24
H -0.920 -0.729 -1.011 -0.4 0.5 0.4 0.22
```
Forces are in eV/Å.

charge	+1
M	75.1	g/mol
energy relative to the best compared isomer or geometry (same formula, charge and spin)	3.351	eV


C33H38Cl2MnN7O2Si | ωB97M-V/def2-TZVPD

```
84
Properties=species:S:1:pos:R:3:forces:R:3:mulliken_spin:R:1
Mn 1.228 -0.037 0.504 -0.5 0.6 -0.6 4.65
Cl 5.526 5.508 -0.069 0.0 0.2 0.1 0.00
Cl 6.192 3.820 -2.629 0.1 0.0 -0.3 0.00
Si -0.271 2.442 -1.500 -0.2 0.2 -0.4 0.04
O 2.210 3.250 2.969 -0.2 0.1 0.5 0.01
O 3.798 -0.538 -2.796 0.1 -0.4 -0.2 0.01
N 1.104 -0.120 2.692 -0.5 0.4 1.3 0.10
N -0.448 1.397 -0.140 0.6 -0.3 -0.4 -0.04
N -0.574 -1.785 0.077 0.5 0.1 0.5 -0.13
N -2.635 -2.548 -0.731 -0.2 0.0 0.2 0.00
N 2.283 1.710 1.233 -0.4 -0.1 1.1 0.01
N 2.815 0.341 -0.876 0.0 -1.1 -0.5 0.03
N 2.186 -2.087 -0.069 0.3 -0.8 -0.8 0.07
C 1.658 -4.379 -0.542 0.1 -0.2 -0.2 0.00
C -3.186 2.274 2.927 -0.2 0.1 0.3 0.01
C -1.314 1.721 0.863 0.0 -0.2 -0.3 -0.01
C 1.920 -4.195 -1.897 0.1 0.4 0.4 0.01
C -2.716 0.986 2.725 -0.1 0.0 0.1 0.00
C -2.030 2.928 -2.143 0.6 0.0 0.3 0.00
C 3.157 2.317 0.372 0.4 0.3 -0.3 -0.01
C 0.735 4.054 -1.207 -0.4 -0.6 0.0 0.00
C 5.007 3.258 -1.495 -0.1 0.3 0.4 0.00
C 0.493 1.492 4.371 -0.1 0.0 0.3 0.00
C 3.800 3.541 0.571 -0.1 -0.2 0.1 0.00
C -1.803 3.023 1.101 0.0 0.0 0.0 0.00
C -1.146 -1.179 -2.133 0.2 0.1 0.1 0.03
C 3.114 -0.611 -1.773 -0.2 1.3 0.6 0.00
C 2.503 -1.931 -1.373 0.1 -0.3 0.6 0.03
C -3.627 -2.601 -1.782 -0.1 -0.2 -0.3 0.00
C 3.448 1.562 -0.805 0.2 0.5 0.0 0.01
C -2.968 -3.237 0.501 0.2 -0.1 0.1 0.00
C -2.236 -4.569 0.680 -0.1 0.2 0.0 0.00
C -3.678 -3.971 -2.463 -0.1 0.3 0.1 0.00
C 4.722 3.997 -0.354 0.1 -0.1 -0.3 0.00
C 0.537 1.594 -3.016 -0.2 0.1 0.6 0.01
C -2.716 3.282 2.099 -0.1 0.1 0.1 0.00
C 0.499 -1.050 3.446 0.2 0.1 -0.4 0.03
C 1.820 -3.314 0.320 0.2 0.3 0.0 0.03
C 1.121 1.147 3.184 -0.1 -0.8 0.0 0.02
C -1.455 -1.870 -0.845 -0.1 0.0 -0.1 0.04
C 2.385 -2.954 -2.302 -0.2 -0.2 -0.1 -0.01
C 4.364 2.055 -1.730 -0.1 -0.1 0.0 -0.01
C -1.814 0.719 1.721 0.0 -0.2 0.1 0.06
C -0.135 -0.785 4.640 -0.1 0.2 0.3 0.00
C 1.927 2.174 2.437 0.7 0.1 -1.4 -0.02
C -0.162 0.525 5.114 0.3 -0.2 -0.5 0.01
H 1.264 0.843 -2.731 0.2 -0.1 0.0 0.00
H 3.586 4.113 1.462 0.0 0.0 -0.1 0.00
H -2.345 3.897 -1.772 -0.1 0.2 0.1 0.00
H -4.609 -2.371 -1.348 0.1 0.1 -0.1 0.00
H 0.547 -2.065 3.067 -0.1 0.0 -0.1 0.00
H 1.733 3.954 -1.623 0.2 0.0 -0.1 0.00
H -4.351 -3.941 -3.317 -0.1 0.0 -0.1 0.00
H 0.267 4.924 -1.662 -0.2 0.1 -0.2 0.00
H -0.799 -2.280 0.934 -0.2 -0.1 -0.1 0.02
H -2.538 -5.036 1.615 0.0 -0.1 0.1 0.00
H -2.745 -2.582 1.351 -0.1 0.0 0.0 0.00
H -3.059 0.179 3.362 0.0 -0.1 0.0 0.00
H -3.900 2.493 3.709 0.0 0.0 0.0 0.00
H -1.452 3.836 0.488 0.1 0.2 -0.1 0.00
H -4.034 -4.732 -1.773 0.0 -0.1 0.0 0.00
H 4.581 1.489 -2.620 0.0 0.0 0.0 0.00
H 0.543 2.522 4.686 0.0 0.1 0.0 0.00
H 2.663 -2.747 -3.322 0.1 0.1 -0.1 0.00
H -1.161 -4.415 0.699 0.2 0.0 0.0 0.00
H -0.145 -0.765 -2.027 -0.1 0.0 -0.2 0.01
H -2.460 -5.254 -0.133 0.0 -0.1 -0.1 0.00
H 1.668 -3.440 1.387 -0.2 0.0 0.0 -0.01
H 0.854 4.264 -0.149 0.0 0.0 0.3 0.00
H -4.045 -3.417 0.499 0.0 0.1 0.0 0.00
H -2.775 2.204 -1.824 -0.1 -0.2 0.1 0.00
H -0.189 1.127 -3.675 -0.2 -0.1 -0.1 0.00
H -2.686 -4.255 -2.807 0.1 0.0 -0.1 0.00
H -1.476 -0.293 1.560 0.0 0.0 0.0 -0.02
H -0.594 -1.588 5.200 0.0 -0.1 0.0 0.00
H 1.795 -5.008 -2.599 0.0 0.0 -0.1 0.00
H -3.410 -1.834 -2.523 -0.1 0.0 0.1 0.00
H 1.070 2.341 -3.596 0.1 0.2 -0.1 0.00
H -1.826 -0.347 -2.296 -0.1 0.1 -0.1 0.00
H 1.352 -5.347 -0.168 0.0 0.0 0.1 0.00
H -1.181 -1.863 -2.978 0.0 -0.1 -0.1 0.00
H -2.049 2.975 -3.228 0.1 0.0 -0.3 0.00
H -3.072 4.295 2.238 0.0 0.1 0.0 0.00
H -0.658 0.765 6.041 -0.1 0.1 0.1 0.00
```
Forces are in eV/Å.

charge	-1
M	718.6	g/mol
energy relative to the best compared isomer or geometry (same formula, charge and spin)	1.146	eV
2S+1	6


C5H11OPS2 | ωB97M-V/def2-TZVPD

```
20
Properties=species:S:1:pos:R:3:forces:R:3:mulliken_charge:R:1
S 1.773 -0.230 1.940 -0.1 -0.4 -1.0 -0.29
S 1.806 -2.318 -0.870 0.0 1.3 0.4 -0.32
P 1.920 -0.604 0.044 0.6 0.3 0.1 0.47
O -0.897 0.885 -0.451 1.5 -0.3 -0.2 -0.46
C 2.556 2.215 -0.080 3.3 -2.3 -2.3 -1.22
C 2.363 0.956 -0.931 -2.9 -0.7 1.8 -0.59
C -1.777 0.319 0.152 -0.1 1.6 -0.7 -0.13
C -3.100 -1.755 0.265 -1.8 0.1 3.9 -1.33
C -1.762 -1.109 0.511 1.3 0.1 1.1 0.31
H -3.921 -1.484 1.113 2.0 -0.2 -1.9 0.26
H 3.095 0.796 -1.613 2.7 -0.9 -1.7 0.57
H -3.556 -1.563 -0.651 -0.5 0.7 -1.7 0.40
H -2.608 1.008 0.239 -1.4 -0.4 1.0 0.45
H -3.083 -2.813 0.357 0.4 -1.0 0.0 0.37
H 2.903 2.928 -0.811 -0.4 0.9 0.1 0.37
H 3.406 2.024 0.575 -0.4 0.3 0.4 0.32
H 1.485 1.029 -1.574 -0.4 0.2 0.1 0.30
H -0.950 -1.421 -0.160 -0.3 -0.8 0.2 -0.14
H -1.319 -1.228 1.580 -1.0 0.1 -1.6 0.23
H 1.668 2.366 0.366 -2.7 1.3 1.9 0.43
```
Forces are in eV/Å.

charge	0
M	182.3	g/mol
energy relative to the best compared isomer or geometry (same formula, charge and spin)	0.558	eV